# 1
{"formula": "C24H25N10O5RbS", "method": "ωB97M-V/def2-TZVPD", "homo_ev": -2.87, "e_lumo_ev": 3.556, "energy_ev": -61927.439, "de_lowest_ev": 0.588, "spin_multiplicity": 1, "orbital_gap_ev": 6.43, "total_charge": -2, "species": ["Rb", "N", "C", "S", "N", "N", "C", "C", "C", "C", "C", "C", "N", "H", "H", "H", "H", "H", "H", "H", "O", "C", "C", "C", "C", "C", "C", "C", "C", "N", "H", "H", "H", "H", "H", "H", "H", "H", "H", "H", "H", "O", "C", "O", "C", "C", "C", "N", "C", "C", "C", "O", "O", "H", "H", "H", "N", "C", "N", "N", "C", "N", "H", "H", "H", "H"], "xyz": [[0.61385, 0.59064, -0.72250], [-2.58886, 4.63307, 2.96299], [-2.33612, 3.55340, 2.13210], [-0.71234, 3.29101, 1.67466], [-3.44205, 2.89765, 1.81453], [-3.24016, 1.87480, 0.94880], [-4.29744, 1.23488, 0.63036], [-4.29228, 0.18927, -0.39610], [-5.47574, -0.51014, -0.65566], [-5.50216, -1.44652, -1.67182], [-4.35246, -1.65531, -2.41797], [-3.22096, -0.92203, -2.08595], [-3.17357, -0.03768, -1.09701], [-1.77678, 4.96820, 3.45280], [-3.44301, 4.55487, 3.49404], [-5.26176, 1.50198, 1.07134], [-6.35755, -0.30141, -0.06270], [-6.40974, -1.99844, -1.88618], [-4.32274, -2.36208, -3.23613], [-2.30502, -1.04137, -2.65354], [-0.82964, -1.42588, 0.66956], [-0.69330, -2.77611, 1.08001], [-1.22165, -3.77027, 0.05782], [-0.61883, -3.57324, -1.33552], [0.88879, -3.50564, -1.36524], [1.67765, -4.51752, -0.83207], [3.05847, -4.38900, -0.86698], [3.60595, -3.27145, -1.47088], [2.74405, -2.31220, -1.98141], [1.41502, -2.40774, -1.91562], [-1.75323, -1.14754, 0.69970], [-1.17844, -2.93754, 2.04976], [0.37672, -2.93072, 1.21737], [-2.31240, -3.69234, -0.01337], [-1.00326, -4.77611, 0.43287], [-0.97292, -2.63540, -1.75875], [-0.96789, -4.37761, -1.99148], [1.21292, -5.38166, -0.37101], [3.69759, -5.13544, -0.41187], [4.67324, -3.10549, -1.50439], [3.15059, -1.41076, -2.42740], [7.33180, -2.84610, 1.41876], [6.23534, -3.16468, 1.91804], [5.96358, -4.11652, 2.68610], [5.04284, -2.23529, 1.58354], [3.81887, -2.40726, 2.22210], [2.75287, -1.60858, 1.85304], [2.80902, -0.68497, 0.89133], [3.98510, -0.50389, 0.27998], [5.11721, -1.24772, 0.61240], [4.02302, 0.50693, -0.88635], [4.89550, 0.29748, -1.74909], [3.14254, 1.40498, -0.87433], [3.72635, -3.17378, 2.98027], [1.79108, -1.71120, 2.35033], [6.04206, -1.08280, 0.07861], [-1.42092, 3.60550, -1.52534], [-2.63243, 3.46621, -2.09264], [-3.65874, 4.12736, -1.52477], [-2.88348, 2.76828, -3.18584], [-1.91148, 1.94548, -3.54532], [-1.05292, 1.22437, -3.84518], [-1.34023, 3.70782, -0.50591], [-0.68901, 3.03341, -1.91868], [-3.51573, 4.72005, -0.72736], [-4.55106, 4.08527, -1.97792]], "forces_ev_per_a": [[-0.1102, -0.0520, 0.0738], [0.0344, -0.0510, -0.0284], [-0.0487, 0.0299, 0.0908], [0.0439, 0.1066, -0.0379], [0.0075, -0.0894, -0.0130], [-0.0180, 0.1303, -0.1122], [-0.0336, 0.0379, 0.0041], [-0.0002, -0.0188, -0.0172], [0.0045, 0.0099, -0.0067], [0.0136, -0.0003, -0.0160], [-0.0162, -0.0065, 0.0149], [0.0548, -0.0391, 0.0050], [0.0211, 0.0141, -0.0093], [-0.0040, -0.0088, 0.0124], [-0.0072, 0.0118, -0.0067], [0.0001, -0.0161, 0.0232], [-0.0009, -0.0038, 0.0055], [-0.0009, -0.0012, -0.0010], [-0.0013, 0.0043, 0.0001], [0.0263, 0.0098, -0.0160], [-0.0984, -0.0126, 0.0435], [-0.0062, 0.0010, 0.0306], [0.0089, -0.0135, -0.0045], [-0.0150, 0.0175, 0.0010], [-0.0166, 0.0189, 0.0358], [0.0057, 0.0053, 0.0057], [-0.0034, -0.0001, 0.0009], [-0.0001, 0.0068, -0.0039], [0.0064, 0.0176, 0.0080], [-0.0107, -0.0542, -0.0932], [0.0201, 0.0021, -0.0597], [0.0011, 0.0047, 0.0010], [-0.0005, 0.0047, -0.0039], [-0.0092, 0.0096, -0.0005], [-0.0045, -0.0032, -0.0068], [-0.0353, -0.0002, 0.0009], [0.0079, 0.0024, -0.0053], [0.0037, 0.0016, 0.0032], [0.0013, -0.0010, -0.0005], [0.0004, -0.0024, -0.0027], [-0.0009, -0.0020, -0.0018], [-0.0586, -0.0669, -0.1257], [0.1158, 0.1857, 0.3368], [-0.0394, -0.0572, -0.1214], [-0.0177, -0.0653, -0.0910], [-0.0027, -0.0104, -0.0070], [-0.0145, -0.0011, -0.0045], [0.0552, 0.0606, 0.0583], [0.0024, 0.0091, 0.0120], [-0.0028, -0.0022, 0.0020], [0.0291, 0.0013, 0.0061], [0.0183, 0.0058, 0.0125], [0.1266, -0.0088, -0.0774], [0.0057, 0.0019, 0.0014], [-0.0009, -0.0007, 0.0004], [0.0007, -0.0017, -0.0026], [-0.0112, -0.1262, 0.1315], [0.0276, -0.0500, 0.1098], [0.0778, 0.1913, -0.1198], [-0.0512, -0.0857, -0.0192], [0.0836, 0.1451, 0.0082], [-0.0788, -0.0669, -0.0446], [-0.0057, 0.0135, -0.0125], [-0.0285, 0.0470, -0.1021], [-0.0221, -0.0877, 0.0521], [-0.0285, -0.1008, 0.0831]], "lowdin_charge": [0.745, 0.012, -0.960, 0.506, -0.069, -0.010, -0.151, -0.275, -0.047, -0.089, -0.070, -0.147, 0.127, 0.046, 0.065, 0.098, 0.099, 0.097, 0.097, 0.094, -0.176, -0.255, -0.177, -0.141, -0.305, -0.035, -0.050, -0.045, -0.120, 0.106, 0.067, 0.120, 0.096, 0.106, 0.105, 0.082, 0.115, 0.106, 0.112, 0.117, 0.108, -0.064, -0.703, -0.088, -0.123, -0.027, -0.156, 0.058, -0.214, 0.024, -0.712, -0.044, -0.222, 0.101, 0.090, 0.119, 0.173, -0.526, 0.169, 0.087, -0.418, 0.121, -0.020, 0.064, 0.103, 0.100]}

---

# 2
{"formula": "C20H22O5", "method": "ωB97M-V/def2-TZVPD", "homo_ev": -8.05, "e_lumo_ev": 0.636, "energy_ev": -31333.978, "de_lowest_ev": 0.597, "spin_multiplicity": 1, "orbital_gap_ev": 8.68, "species": ["C", "C", "O", "C", "C", "C", "C", "C", "C", "O", "C", "C", "C", "C", "C", "C", "C", "C", "C", "O", "C", "O", "C", "O", "C", "H", "H", "H", "H", "H", "H", "H", "H", "H", "H", "H", "H", "H", "H", "H", "H", "H", "H", "H", "H", "H", "H"], "xyz": [[5.68454, 1.63569, -1.13644], [4.21625, 1.83796, -0.79430], [3.72197, 0.60607, -0.31067], [2.41079, 0.51344, 0.07503], [1.52894, 1.58237, 0.03022], [0.20825, 1.47219, 0.45152], [-0.24383, 0.26063, 0.93534], [0.62123, -0.82284, 0.97183], [1.94080, -0.72950, 0.55033], [2.64830, -1.88386, 0.67575], [3.91612, -2.05538, 0.06474], [4.29154, -3.52127, 0.22377], [-1.66718, 0.08020, 1.38453], [-2.36326, -0.92425, 0.48667], [-2.75763, -2.15710, 0.97426], [-3.39155, -3.07787, 0.15701], [-3.64380, -2.75284, -1.16169], [-3.26171, -1.52232, -1.66809], [-2.61332, -0.59943, -0.85537], [-2.18571, 0.62378, -1.27027], [-2.51453, 1.04994, -2.56940], [-2.45298, 1.26866, 1.43270], [-2.13154, 2.40895, 0.82888], [-2.97276, 3.26317, 0.71628], [-0.70207, 2.65766, 0.38983], [6.10553, 2.56194, -1.51657], [5.78766, 0.86020, -1.89053], [6.23424, 1.33162, -0.24993], [4.11122, 2.61684, -0.02639], [3.65803, 2.14604, -1.68943], [1.86271, 2.54078, -0.33503], [0.28131, -1.78069, 1.33296], [4.66327, -1.41751, 0.54919], [3.86408, -1.78915, -0.99691], [3.55006, -4.15094, -0.26046], [4.32927, -3.78138, 1.27792], [5.26397, -3.70392, -0.22449], [-1.68052, -0.30662, 2.41312], [-2.56763, -2.39759, 2.01001], [-3.69128, -4.03649, 0.55099], [-4.14381, -3.45756, -1.80933], [-3.47032, -1.29228, -2.70078], [-2.02481, 0.43253, -3.32984], [-2.14957, 2.07291, -2.64606], [-3.59634, 1.04529, -2.73146], [-0.73732, 3.06644, -0.62325], [-0.32319, 3.46045, 1.03340]], "forces_ev_per_a": [[-0.4329, -0.0532, 0.1338], [0.2102, 0.2602, -0.1251], [-0.1837, -0.2027, 0.1434], [0.0784, -0.0206, -0.0320], [0.0362, -0.0447, -0.0012], [0.0531, -0.2117, 0.1492], [0.1941, 0.4274, 0.0056], [0.2621, 0.1925, -0.0817], [-0.2765, 0.0423, 0.0405], [-0.0744, 0.0612, 0.1517], [0.5440, -0.3119, -0.1991], [-0.2648, 0.4122, 0.0113], [0.0514, -0.5616, -0.1402], [-0.0687, 0.2775, 0.1059], [0.0482, 0.1886, -0.1089], [-0.0763, -0.1790, -0.0790], [-0.0004, -0.1161, 0.1610], [0.1147, 0.3629, -0.1786], [-0.0746, -0.2841, 0.0972], [-0.0014, -0.2161, 0.3289], [-0.0521, 0.0973, -0.2958], [-0.1434, -0.2144, 0.3728], [0.0705, 0.8369, -0.3251], [0.1323, -0.1277, -0.0153], [-0.0770, -0.0995, 0.0714], [0.0696, 0.0835, -0.0442], [0.0463, -0.0495, -0.0964], [0.0918, -0.0040, 0.0735], [-0.0696, -0.0722, -0.0999], [-0.0052, -0.0069, 0.1407], [0.1072, 0.0914, -0.0582], [-0.0149, -0.1824, 0.0295], [-0.1381, -0.0772, -0.1233], [0.0102, 0.0187, 0.1442], [-0.0386, -0.1038, -0.0588], [0.0446, -0.0682, 0.1061], [0.1120, -0.0391, -0.0405], [0.0056, 0.0519, -0.2373], [0.0211, 0.0061, 0.1370], [-0.0328, -0.0882, 0.0320], [-0.0398, -0.0516, -0.0504], [-0.0031, 0.0519, -0.0900], [-0.0394, 0.0228, 0.0448], [-0.0321, -0.0518, -0.0402], [0.0419, -0.0148, 0.0178], [-0.1034, -0.0018, 0.0907], [-0.1023, -0.0310, -0.0681]], "nbo_charge": [-0.617, -0.061, -0.528, 0.307, -0.292, -0.014, -0.067, -0.221, 0.256, -0.504, -0.053, -0.620, 0.086, -0.108, -0.178, -0.240, -0.188, -0.306, 0.386, -0.526, -0.249, -0.490, 0.822, -0.583, -0.541, 0.215, 0.213, 0.214, 0.173, 0.171, 0.215, 0.226, 0.179, 0.173, 0.211, 0.211, 0.210, 0.207, 0.211, 0.215, 0.215, 0.218, 0.178, 0.201, 0.185, 0.242, 0.246]}

---

# 3
{"formula": "C21H50F2N7O10S2V", "method": "ωB97M-V/def2-TZVPD", "s2": 0.7765, "homo_ev": [-10.16, -10.16], "e_lumo_ev": [-2.360, -2.298], "energy_ev": -106282.045, "de_lowest_ev": 1.105, "spin_multiplicity": 2, "orbital_gap_ev": [7.80, 7.86], "total_charge": 1, "species": ["O", "V", "N", "S", "O", "O", "F", "S", "O", "O", "F", "C", "C", "N", "C", "C", "C", "C", "H", "H", "H", "H", "H", "H", "H", "H", "H", "H", "H", "H", "H", "H", "H", "C", "O", "N", "C", "C", "H", "H", "H", "H", "H", "H", "H", "C", "O", "N", "C", "C", "H", "H", "H", "H", "H", "H", "H", "C", "O", "N", "C", "C", "H", "H", "H", "H", "H", "H", "H", "C", "O", "N", "C", "C", "H", "H", "H", "H", "H", "H", "H", "C", "O", "N", "C", "C", "H", "H", "H", "H", "H", "H", "H"], "xyz": [[0.84122, 0.08783, 0.97123], [0.25558, 1.45497, 1.40726], [0.77045, 1.32214, 3.33002], [1.40944, 2.58361, 4.27769], [2.81419, 2.81205, 4.21206], [0.69005, 2.81510, 5.49498], [0.92369, 3.73423, 3.25676], [0.59970, 0.21956, 4.46358], [-0.62945, 0.18025, 5.19546], [1.82440, -0.12320, 5.15065], [0.46090, -1.02732, 3.47813], [5.08712, -2.51815, -1.45747], [3.59937, -2.78325, -1.03756], [2.96555, -3.72850, -1.96204], [3.22602, -5.12989, -1.68733], [4.61281, -5.60240, -2.16539], [1.51951, -3.48588, -1.96490], [1.08954, -2.07669, -2.38193], [5.75644, -3.04081, -0.77411], [5.27511, -1.44945, -1.35497], [5.28293, -2.86117, -2.46764], [3.55285, -3.14758, -0.00466], [3.11523, -1.81215, -1.07757], [2.47603, -5.70770, -2.23123], [3.04688, -5.36975, -0.62661], [4.71209, -6.68195, -2.04975], [5.41902, -5.16655, -1.58144], [4.63183, -5.35027, -3.22387], [0.97152, -4.16999, -2.61801], [1.13591, -3.74086, -0.96512], [0.21203, -2.08789, -3.02951], [0.88435, -1.39848, -1.55291], [1.90573, -1.68733, -2.99787], [-1.26054, 2.01996, -1.56562], [-0.59221, 1.47551, -0.70734], [-2.15095, 1.37527, -2.31927], [-2.25036, -0.07362, -2.18258], [-2.72461, 2.03796, -3.47362], [-1.16511, 3.08012, -1.82746], [-1.55571, -0.53771, -2.88641], [-3.25549, -0.39628, -2.45453], [-2.00799, -0.41322, -1.17783], [-2.46155, 3.08846, -3.58461], [-2.31198, 1.59130, -4.38434], [-3.80439, 1.93004, -3.55333], [-2.56487, 0.50561, 2.65434], [-1.76159, 1.02968, 1.87338], [-3.84383, 0.33169, 2.36439], [-4.41762, 0.64677, 1.06049], [-4.78665, -0.30414, 3.27402], [-2.35759, 0.19424, 3.68477], [-3.71201, 1.09103, 0.36823], [-5.20676, 1.38355, 1.25086], [-4.96023, -0.19608, 0.63344], [-5.58952, 0.41645, 3.45344], [-5.18965, -1.23175, 2.87856], [-4.39424, -0.44897, 4.28017], [-1.09369, 4.70533, 1.35826], [-0.68372, 3.56672, 1.21217], [-2.34820, 5.11227, 1.21186], [-2.79705, 6.50661, 1.18334], [-3.37306, 4.11499, 0.93648], [-0.43706, 5.52394, 1.67983], [-3.06489, 6.78581, 0.16547], [-1.95577, 7.11276, 1.51525], [-3.65813, 6.62117, 1.83492], [-3.49095, 3.92385, -0.13394], [-3.08201, 3.16336, 1.37884], [-4.31020, 4.44409, 1.38003], [2.71531, 3.24430, -0.06607], [1.83895, 2.43109, 0.23525], [3.65790, 2.97452, -0.95800], [4.82386, 3.80581, -1.17864], [3.77307, 1.65388, -1.57824], [2.81988, 4.23393, 0.39734], [5.70573, 3.22474, -0.90065], [4.84471, 4.68042, -0.52511], [4.90070, 4.14951, -2.20940], [4.13946, 1.71315, -2.59758], [4.31051, 0.92715, -0.96919], [2.74978, 1.26650, -1.61547], [-0.89354, -3.14904, 0.57417], [-1.00485, -1.93714, 0.66734], [-1.75413, -3.98704, -0.03333], [-3.15710, -3.70211, -0.24442], [-1.25169, -5.26456, -0.49215], [0.00681, -3.64469, 0.97706], [-3.76398, -4.15033, 0.54758], [-3.45431, -4.13979, -1.19616], [-3.36099, -2.63460, -0.21042], [-0.28505, -5.59736, -0.12832], [-1.99714, -6.04695, -0.31580], [-1.18176, -5.29065, -1.58740]], "forces_ev_per_a": [[-0.3754, 1.1246, 0.6536], [-0.5456, -0.9643, -3.0498], [1.2135, 2.4385, 2.6549], [0.5102, 3.1657, -0.8092], [-0.5157, -1.2556, 0.0663], [0.3697, -0.8143, -1.1471], [-0.3059, -0.4777, 0.3786], [0.4449, -5.8794, 1.2464], [0.3247, 0.9053, -0.6451], [-1.1685, 1.6582, -0.5894], [-0.3407, 0.6779, -0.0551], [-0.6611, -0.1624, 1.0230], [1.4059, -0.3152, -0.8566], [-0.9555, 0.7592, -0.3555], [0.3135, -0.3636, 0.0650], [-0.8685, -0.0069, 0.3833], [-0.6783, -0.2385, 0.4056], [0.5250, 0.0806, -0.2123], [0.1760, 0.0624, -0.1226], [0.2634, -0.0131, -0.1693], [-0.0881, 0.1517, -0.0960], [-0.0724, 0.0178, 0.1231], [-0.4196, -0.1855, -0.0209], [0.0144, 0.0295, -0.1131], [0.1733, 0.0618, 0.1474], [-0.1500, -0.0418, -0.0694], [0.0806, 0.2216, -0.2895], [0.5886, 0.0319, 0.0034], [0.6102, -0.2848, -0.2042], [-0.1493, 0.2363, 0.1248], [-0.0819, -0.1977, 0.1121], [0.1152, -0.0267, 0.0409], [-0.0930, 0.2510, 0.0487], [-0.2509, 0.2514, -0.4311], [0.3784, -0.2376, 1.0486], [-0.0228, 0.4125, 0.3368], [-0.2123, -0.1461, -0.5616], [0.1411, -0.4994, -1.1537], [0.0320, 0.1793, 0.2030], [0.0217, -0.1031, 0.0709], [-0.0480, 0.0845, 0.0512], [0.0784, 0.2054, 0.0465], [0.0270, 0.0518, 0.6545], [-0.0584, -0.1852, 0.0094], [-0.0741, -0.0192, 0.3572], [-0.6773, -0.2651, 0.6757], [0.8908, 0.2434, -0.3454], [-0.0519, -0.6434, -0.7663], [-0.7808, 0.7265, 0.4225], [-0.2342, 0.9061, 0.7239], [0.6218, 0.0500, -0.1770], [0.2806, -0.2919, 0.0645], [0.0730, 0.1213, -0.1394], [0.4431, -0.2984, -0.0294], [-0.2707, -0.2226, -0.2893], [0.0838, -0.0469, -0.1034], [0.5165, -0.2529, -0.2575], [0.2082, 1.3669, 0.4967], [-0.0409, -1.0636, -0.2039], [-1.0429, -0.5829, -0.3487], [0.8903, -0.4986, 0.0488], [0.1735, -0.3779, 0.0194], [0.2459, -0.0203, -0.1134], [-0.0523, 0.0586, -0.0184], [-0.2133, 0.2551, 0.0543], [0.0439, 0.1183, 0.1070], [-0.1315, 0.2443, -0.0299], [0.0688, 0.0965, 0.1007], [-0.0603, 0.0059, -0.1375], [0.5021, -0.1294, 0.1579], [-0.4974, -0.0935, 0.6869], [0.7639, -0.3424, -0.4348], [0.3699, 0.5137, 0.5886], [-1.8213, -0.3295, 0.2829], [-0.2013, -0.0402, 0.0170], [0.0460, 0.0196, -0.2554], [-0.3151, -0.0324, -0.0433], [-0.0496, -0.1730, -0.0318], [0.2990, 0.1750, 0.0917], [0.4309, 0.3013, 0.0167], [0.1360, -0.1095, -0.1816], [0.5163, 0.8755, -0.0664], [-0.7441, -0.2397, 0.2687], [0.6119, -0.4409, 0.3577], [0.0421, -0.0332, 0.0314], [-1.1213, -0.9859, -0.9727], [-0.0892, -0.1070, -0.1967], [0.0442, -0.1925, -0.0323], [-0.1728, 0.2223, -0.0700], [0.2562, 0.0706, -0.2362], [-0.0090, 0.4460, 0.4868], [0.1585, -0.0193, 0.4944], [0.1882, 0.3748, -0.0171]], "mulliken_spin": [-0.223, 1.155, 0.021, 0.005, 0.005, 0.000, 0.003, 0.004, 0.004, -0.002, 0.000, 0.000, 0.000, 0.000, 0.000, 0.000, 0.000, 0.001, 0.000, 0.000, 0.000, 0.000, 0.000, 0.000, 0.000, 0.000, 0.000, 0.000, 0.000, 0.000, 0.000, -0.001, 0.000, 0.003, -0.005, 0.002, 0.000, 0.000, 0.000, 0.000, 0.000, 0.000, 0.000, 0.000, 0.000, -0.001, 0.013, 0.000, 0.001, -0.001, 0.000, 0.000, 0.000, 0.000, 0.000, 0.000, 0.000, 0.003, -0.005, 0.000, 0.000, 0.001, 0.000, 0.000, 0.000, 0.000, 0.000, 0.000, 0.000, 0.003, 0.008, 0.004, -0.001, 0.000, 0.001, 0.000, 0.000, 0.000, 0.000, 0.000, 0.000, 0.000, 0.003, 0.000, 0.000, 0.000, 0.000, 0.000, 0.000, 0.000, 0.000, 0.000, 0.000]}